Below is a molecular structure, C39H44O4RuS4, with properties calculated with ωB97M-V/def2-TZVPD.

```
92
Properties=species:S:1:pos:R:3:mulliken_charge:R:1
Ru 1.367 -1.035 0.240 -1.068
C 4.418 -0.690 -1.307 -1.101
C 4.631 -0.357 0.159 -0.653
S 3.125 0.519 0.656 0.167
C 3.230 0.684 2.447 0.247
C 3.290 -0.667 3.134 -1.230
S 1.948 -1.704 2.466 0.396
C 2.740 -3.320 2.254 -0.629
C 1.704 -4.192 1.559 -1.135
S 0.962 -3.404 0.084 0.248
C 1.958 -4.044 -1.297 -1.034
C 3.298 -3.346 -1.386 -0.908
S 2.868 -1.590 -1.583 0.249
H 5.240 -1.266 -1.731 0.607
H 4.308 0.219 -1.901 0.401
H 5.485 0.309 0.291 0.550
H 4.773 -1.251 0.765 0.285
H 2.325 1.236 2.715 -0.695
H 4.094 1.308 2.680 0.785
H 3.118 -0.559 4.204 0.631
H 4.240 -1.177 2.984 0.489
H 3.001 -3.729 3.231 0.585
H 3.648 -3.202 1.664 0.159
H 0.857 -4.372 2.223 0.445
H 2.100 -5.162 1.262 0.542
H 1.349 -3.851 -2.183 0.404
H 2.038 -5.123 -1.169 0.624
H 3.837 -3.661 -2.280 0.575
H 3.922 -3.524 -0.511 0.394
C -4.365 2.040 -0.301 -1.491
C -3.001 2.547 -0.720 1.054
C -3.040 3.916 -1.357 -1.678
O -2.379 1.650 -1.629 -0.276
C -1.615 0.741 -0.871 -0.881
C -1.079 1.648 0.251 -1.741
O -2.132 2.562 0.431 -0.367
C -0.752 0.945 1.577 2.667
O 0.471 0.244 1.356 1.418
C -0.337 1.911 2.691 -0.736
C -0.033 3.247 2.458 -0.304
C 0.493 4.033 3.478 -1.041
C 0.721 3.494 4.734 -0.619
C 0.406 2.161 4.977 -0.967
C -0.123 1.378 3.963 -0.242
C -1.872 0.017 2.030 -1.014
C -2.981 0.591 2.652 -0.088
C -4.058 -0.192 3.037 -1.027
C -4.045 -1.563 2.813 -0.715
C -2.945 -2.142 2.201 -0.976
C -1.868 -1.354 1.816 0.335
C -0.696 0.000 -1.853 1.674
O 0.089 -1.011 -1.150 0.730
C -1.617 -0.814 -2.770 0.146
C -2.113 -2.042 -2.343 -0.276
C -3.007 -2.753 -3.132 -0.986
C -3.421 -2.237 -4.351 -0.673
C -2.946 -1.004 -4.771 -1.073
C -2.050 -0.294 -3.985 -0.351
C 0.303 0.824 -2.656 0.375
C 1.132 0.133 -3.542 -0.633
C 2.095 0.791 -4.289 -1.019
C 2.228 2.171 -4.188 -0.674
C 1.378 2.875 -3.351 -1.137
C 0.419 2.210 -2.595 -0.200
H -5.044 2.057 -1.152 0.416
H -4.770 2.675 0.486 0.387
H -4.293 1.019 0.077 0.232
H -3.529 3.851 -2.329 0.369
H -2.028 4.297 -1.493 0.361
H -3.599 4.610 -0.731 0.433
H -2.257 -0.029 -0.427 1.314
H -0.160 2.160 -0.049 1.826
H -0.226 3.694 1.493 0.399
H 0.714 5.076 3.289 0.482
H 1.116 4.112 5.529 0.463
H 0.549 1.741 5.965 0.499
H -0.395 0.347 4.163 0.529
H -2.998 1.657 2.832 0.529
H -4.910 0.271 3.516 0.491
H -4.885 -2.173 3.115 0.456
H -2.927 -3.209 2.016 0.493
H -1.031 -1.828 1.319 0.196
H -1.820 -2.439 -1.378 0.116
H -3.389 -3.705 -2.788 0.470
H -4.118 -2.790 -4.966 0.435
H -3.277 -0.588 -5.714 0.472
H -1.697 0.675 -4.314 0.551
H 0.997 -0.934 -3.663 0.829
H 2.715 0.234 -4.981 0.492
H 2.961 2.694 -4.787 0.450
H 1.437 3.955 -3.302 0.528
H -0.273 2.797 -2.011 0.241
```

The charge is +2. The value obtained for the energy is -3500.57789 Ha. As for the spin multiplicity: 1. The value obtained for the HOMO energy (alpha / beta) is -13.20 / -13.20 eV. The value obtained for the strongest force on any atom is 0.74 eV Å⁻¹.